Formula: C34H93BO20Sb
Source: OMol25
Level of theory: the ωB97M-V functional and the def2-TZVPD basis

```
149
Properties=species:S:1:pos:R:3
C -2.751 -2.901 0.524
C -4.288 -2.679 0.733
C -4.901 -2.248 -0.665
C -6.100 -1.290 -0.358
C -7.008 -0.991 -1.625
C -7.061 0.586 -1.756
C -8.029 1.103 -0.656
C -7.949 2.648 -0.393
C -6.629 3.316 -0.865
C -5.401 2.944 0.057
C -4.043 3.040 -0.724
C -2.817 3.256 0.230
C -1.502 2.985 -0.600
Sb -0.715 0.906 -0.271
C -2.051 0.065 -1.844
C 0.084 -1.112 0.292
C 0.937 1.205 -1.740
B 0.981 0.128 -2.907
O 0.954 0.548 -4.292
O 1.063 -1.276 -2.714
H -2.625 -3.670 -0.285
H -2.230 -1.986 0.187
H -2.303 -3.306 1.456
H -4.791 -3.630 1.018
H -4.482 -1.925 1.520
H -5.295 -3.132 -1.200
H -4.092 -1.712 -1.195
H -6.730 -1.697 0.462
H -5.649 -0.351 0.036
H -6.526 -1.462 -2.503
H -8.033 -1.399 -1.489
H -7.402 0.822 -2.788
H -6.014 0.918 -1.640
H -9.062 0.889 -1.020
H -7.951 0.561 0.307
H -8.817 3.225 -0.782
H -7.990 2.782 0.715
H -6.746 4.421 -0.763
H -6.362 3.113 -1.920
H -5.425 3.600 0.953
H -5.578 1.900 0.400
H -3.868 2.066 -1.225
H -4.153 3.874 -1.442
H -2.870 2.639 1.149
H -2.881 4.333 0.557
H -0.747 3.765 -0.369
H -1.794 3.098 -1.676
H 0.304 1.549 1.044
H -1.981 0.648 0.928
H -2.013 0.669 -2.784
H -1.713 -0.979 -2.031
H -3.093 0.009 -1.458
H -0.228 -1.836 -0.491
H 1.179 -1.010 0.334
H -0.369 -1.379 1.269
H 0.918 2.220 -2.207
H 1.917 1.147 -1.203
H 0.043 0.792 -4.472
H 1.692 -1.400 -1.996
C 4.228 -2.280 -0.295
C 5.263 -1.690 0.645
O 5.378 -2.513 1.820
O 2.985 -2.388 0.382
H 4.095 -1.649 -1.175
H 4.523 -3.287 -0.621
H 4.946 -0.703 0.984
H 6.238 -1.606 0.158
H 5.799 -3.340 1.556
H 3.199 -2.666 1.277
C 4.223 -0.634 5.342
C 2.919 -1.324 5.001
O 2.756 -1.318 3.587
O 4.219 0.692 4.826
H 4.379 -0.585 6.421
H 5.065 -1.169 4.882
H 2.071 -0.784 5.423
H 2.907 -2.354 5.370
H 3.420 -1.912 3.219
H 3.777 0.640 3.967
C -3.330 -4.768 -4.567
C -2.328 -4.199 -3.581
O -2.199 -5.087 -2.467
O -4.587 -4.963 -3.931
H -3.475 -4.095 -5.413
H -2.988 -5.742 -4.940
H -2.679 -3.245 -3.186
H -1.349 -4.054 -4.046
H -1.751 -5.879 -2.777
H -4.384 -5.281 -3.043
C -8.613 5.905 2.326
C -9.765 6.132 1.365
O -11.003 5.985 2.069
O -8.717 4.613 2.911
H -7.653 5.978 1.814
H -8.643 6.642 3.139
H -9.756 5.381 0.575
H -9.721 7.127 0.913
H -11.086 6.732 2.668
H -9.657 4.471 3.069
C 2.840 -0.959 -7.509
C 1.509 -1.224 -8.185
O 1.091 -2.563 -7.904
O 3.814 -1.896 -7.962
H 3.200 0.047 -7.731
H 2.744 -1.072 -6.424
H 1.607 -1.142 -9.268
H 0.743 -0.525 -7.839
H 0.859 -2.602 -6.971
H 3.350 -2.736 -8.044
C 8.491 -1.682 -1.398
C 8.849 -2.392 -2.689
O 8.852 -1.454 -3.766
O 7.220 -1.055 -1.521
H 8.449 -2.383 -0.561
H 9.228 -0.902 -1.172
H 8.101 -3.147 -2.929
H 9.831 -2.871 -2.621
H 9.605 -0.869 -3.641
H 7.185 -0.700 -2.419
C 7.305 -5.072 4.891
C 7.663 -5.791 3.602
O 7.676 -4.858 2.520
O 6.041 -4.433 4.771
H 7.257 -5.771 5.727
H 8.049 -4.297 5.116
H 6.910 -6.542 3.362
H 8.641 -6.275 3.676
H 8.432 -4.276 2.646
H 6.005 -4.074 3.875
C -1.860 7.005 2.712
C -0.414 6.700 3.057
O 0.451 7.510 2.255
O -2.092 6.769 1.333
H -2.542 6.377 3.287
H -2.087 8.060 2.917
H -0.179 5.661 2.827
H -0.208 6.887 4.116
H 0.358 8.418 2.556
H -1.299 7.072 0.875
C 7.842 0.177 3.467
C 7.610 0.268 4.963
O 8.625 1.089 5.555
O 9.139 -0.355 3.205
H 7.102 -0.470 2.993
H 7.790 1.173 3.011
H 7.691 -0.719 5.421
H 6.627 0.686 5.187
H 8.466 1.993 5.271
H 9.719 0.032 3.871
```

Values from the calculation:
**E_tot**: -84924.794 eV
**Net charge**: -1
**Kohn-Sham gap**: 5.16 eV
**Multiplicity**: 1
**Molar mass**: 954.67 g mol⁻¹
**HOMO**: -3.518 eV

Here are the Löwdin charges for atoms 1 to 6, given in e:
1. C -0.114
2. C -0.245
3. C -0.209
4. C -0.220
5. C -0.188
6. C -0.215